No. 1
Computed, not measured: a molecular structure, C11H35N8O6Sn at a distorted geometry, with the ωB97M-V functional and the def2-TZVPD basis.

Geometry (Å):
Sn1 -3.36329 1.27572 1.64458
O1 -1.60953 0.77465 -0.72072
H1 -0.69540 0.45661 -0.58749
C1 1.78217 0.14371 -0.19015
C2 2.65355 -0.97732 0.09044
C3 2.57466 -2.23995 -0.80127
O2 3.48612 -3.19098 -0.28977
C4 3.52643 -4.32093 -1.15304
N1 4.07793 -0.51001 0.15854
H2 1.97470 0.46353 -1.21423
H3 1.97136 0.95225 0.51595
H4 0.76200 -0.22668 -0.29093
H5 2.45046 -1.23992 1.12865
H6 2.91161 -1.99549 -1.80864
H7 1.53137 -2.53295 -0.91874
H8 4.23726 -4.15611 -1.96277
H9 2.51707 -4.59686 -1.45823
H10 3.90632 -5.10615 -0.49942
H11 4.28246 -0.01051 -0.69514
H12 4.11156 0.28769 0.77712
C5 0.89466 -0.13235 4.21409
C6 -0.34118 0.04417 3.23174
C7 -0.74645 -1.39602 2.81772
O3 -1.95643 -1.36880 1.96443
C8 -2.09404 -2.39524 0.99633
N2 -1.42916 0.76260 3.86150
H13 0.64315 -0.86210 4.98370
H14 1.29086 0.74993 4.71679
H15 1.82067 -0.41518 3.71348
H16 0.09375 0.56502 2.37872
H17 -1.06770 -1.86747 3.74650
H18 0.09577 -1.93485 2.38363
H19 -1.32681 -2.23456 0.23894
H20 -3.05653 -2.27777 0.49842
H21 -2.08495 -3.36542 1.49309
H22 -1.65239 0.27861 4.71941
H23 -1.08122 1.63929 4.22270
C9 -4.22672 1.74715 -2.80824
O4 -5.27288 1.86459 -3.44129
N3 -3.24366 2.56771 -2.91324
N4 -4.11319 0.83476 -1.88240
H24 -2.41982 2.42719 -2.34610
H25 -3.35952 3.45066 -3.38975
H26 -4.74113 0.08001 -1.64543
H27 -3.23354 0.72933 -1.39742
C10 -0.18229 3.54522 0.65339
O5 -0.73540 3.19834 1.61849
N5 0.62532 4.52062 0.54668
N6 -0.12820 3.02430 -0.54175
H28 1.36637 4.31456 -0.10790
H29 0.86807 5.11204 1.32860
H30 0.41584 3.41095 -1.29978
H31 -0.70428 2.20387 -0.66473
C11 0.01927 -0.43917 -3.43844
O6 0.79601 -0.71598 -4.34306
N7 -0.42265 0.76359 -3.16822
N8 -0.37065 -1.20067 -2.47205
H32 -0.23245 1.57887 -3.73323
H33 -0.97054 0.86589 -2.32593
H34 0.04405 -2.12122 -2.44556
H35 -0.86878 -0.80305 -1.68856

As for the expectation value of S²: 0.757. The spin multiplicity is 2. The HOMO energy (spin up / spin down) is -13.56 / -13.56 eV. Its charge is +2. Its total energy is -1543.1333 Eh.

The molecule's Mulliken atomic charges, reported in e, are given here: Sn 1.394; O -0.622; H -0.709; C -0.310; C 0.792; C -0.739; O -0.211; C -0.659; N -0.511; H 0.591; H 0.502; H -0.599; H -0.050; H 0.571; H 0.280; H 0.324; H 0.352; H 0.311; H 0.320; H 0.316; C -1.486; C 0.492; C -0.754; O -0.214; C -0.658; N -0.341; H 0.399; H 0.455; H 0.302; H -0.065; H 0.443; H 0.378; H 0.142; H 0.266; H 0.377; H 0.265; H 0.323; C 0.431; O -0.673; N -0.232; N -0.154; H 0.284; H 0.213; H 0.197; H 0.081; C 0.615; O -0.535; N -0.446; N -0.183; H 0.165; H 0.270; H 0.281; H -0.006; C 0.414; O -0.694; N -0.124; N -0.079; H 0.202; H 0.197; H 0.244; H -0.138

---

No. 2
Computed, not measured: a single C17H21N3O3S molecule, with the ωB97M-V functional and the def2-TZVPD basis.

Geometry (Å):
C1 2.98890 0.85538 3.78030
O1 3.19705 -0.43302 3.26594
C2 2.00413 -1.14667 3.03889
C3 2.31863 -2.31637 2.11140
C4 2.59025 -1.82274 0.68848
N1 1.38109 -1.35789 0.05138
C5 1.15689 -0.07281 -0.26487
O2 1.95402 0.82865 -0.03827
C6 -0.18551 0.25627 -0.84430
C7 -1.12424 -0.56507 -1.35923
C8 -1.05998 -1.95832 -1.70054
C9 -0.02630 -2.75977 -2.17102
C10 -0.56732 -4.01506 -2.47235
C11 -1.90803 -3.95554 -2.18178
N2 -2.20509 -2.71431 -1.73243
C12 -3.50821 -2.26604 -1.32984
N3 -0.38105 1.63314 -0.73737
C13 -1.47391 2.38460 -1.02904
O3 -2.54706 1.93505 -1.40031
C14 -1.28166 3.83085 -0.85075
C15 -2.22842 4.78544 -1.11322
C16 -1.77911 6.09334 -0.85764
C17 -0.49769 6.12275 -0.40232
S1 0.18791 4.55680 -0.27735
H1 2.41693 1.47240 3.07653
H2 2.45697 0.82311 4.74015
H3 3.97402 1.29313 3.92697
H4 1.59228 -1.50857 3.99539
H5 1.25229 -0.49228 2.57252
H6 3.20663 -2.82270 2.48840
H7 1.48408 -3.02018 2.10924
H8 3.02185 -2.62989 0.08802
H9 3.28649 -0.98262 0.72399
H10 0.65470 -2.03601 -0.12529
H11 -2.06437 -0.08829 -1.60586
H12 0.98820 -2.45115 -2.33014
H13 -0.03778 -4.86215 -2.86056
H14 -2.66314 -4.71264 -2.26566
H15 -3.48472 -1.87661 -0.31003
H16 -3.86842 -1.47386 -1.99069
H17 -4.20312 -3.10278 -1.37442
H18 0.47549 2.08969 -0.41942
H19 -3.20735 4.53385 -1.47846
H20 -2.37887 6.97344 -1.00471
H21 0.09255 6.97544 -0.12976

The SMILES is COCCCNC(=O)/C(=C\c1cccn1C)NC(=O)c1cccs1. The spin multiplicity is 1. The HOMO energy is -7.62 eV. The energy above the lowest of the compared OMol25 structures with the same formula, charge and spin is 54.8 kcal per mole. Its total energy is -1448.5770 Eh.

The molecule's Mulliken atomic charges, reported in e, are given here: C -0.635; O -0.335; C -0.422; C -0.784; C -0.912; N 0.005; C 0.554; O -0.776; C 0.244; C 0.010; C -0.613; C -0.474; C -0.921; C -0.280; N 0.108; C -0.937; N 0.013; C 0.577; O -0.721; C 0.154; C -0.455; C -0.574; C -0.346; S -0.167; H 0.232; H 0.297; H 0.247; H 0.405; H 0.238; H 0.384; H 0.416; H 0.338; H 0.448; H 0.156; H 0.592; H 0.580; H 0.454; H 0.381; H 0.340; H 0.344; H 0.312; H 0.233; H 0.462; H 0.395; H 0.435

---

No. 3
Computed, not measured: a molecular structure, C8H6F11N3O4PdS2, with the ωB97M-V functional and the def2-TZVPD basis.

Geometry (Å):
Pd1 -0.72608 0.69125 1.13183
F1 1.97318 2.99878 0.12081
C1 2.91000 2.02344 0.27884
F2 3.71713 2.36646 1.24859
F3 3.55084 1.87381 -0.85542
S1 2.03772 0.44186 0.69343
O1 1.05300 0.25542 -0.36486
O2 3.00485 -0.54043 0.98312
N1 1.12672 0.97568 1.95272
S2 0.78613 0.05594 3.28054
O3 1.84639 -0.64288 3.88374
O4 -0.43536 -0.65392 2.85423
C2 0.20125 1.41938 4.40473
F4 -0.17658 0.87284 5.53180
F5 -0.83348 2.03009 3.81627
F6 1.17950 2.27756 4.58648
F7 -0.33461 5.42666 -0.09489
C3 0.05986 4.93005 -1.15548
F8 -0.15219 3.71968 -1.32112
C4 0.77450 5.82876 -2.27380
F9 1.31115 5.01639 -3.13646
F10 1.65376 6.56277 -1.65152
F11 -0.19544 6.54059 -2.78995
C5 -4.87737 -2.64170 0.18819
N2 -4.14250 -1.37471 0.24281
C6 -4.61562 -0.15014 -0.15823
C7 -3.60923 0.73992 0.03460
N3 -2.53092 0.05872 0.55448
C8 -2.88744 -1.21678 0.66109
H1 -5.93607 -2.43549 0.31354
H2 -4.54269 -3.28451 0.99727
H3 -4.70784 -3.12879 -0.76898
H4 -5.61589 -0.01780 -0.53154
H5 -3.60009 1.80003 -0.14534
H6 -2.26958 -2.01404 1.04181

The spin multiplicity is 1. The HOMO energy is -15.66 eV. The energy above the lowest of the compared OMol25 structures with the same formula, charge and spin is 0.0 kcal per mole. Its charge is +2. Its total energy is -2795.6765 Eh.

The molecule's Mulliken atomic charges, reported in e, are given here: Pd 0.789; F -0.267; C 0.671; F -0.181; F -0.176; S 1.295; O -0.740; O -0.503; N -0.482; S 1.175; O -0.445; O -0.645; C 0.773; F -0.160; F -0.222; F -0.189; F -0.016; C 0.607; F -0.013; C 0.881; F -0.152; F -0.144; F -0.148; C -0.818; N 0.072; C -0.240; C -0.666; N -0.024; C -0.298; H 0.329; H 0.343; H 0.320; H 0.420; H 0.403; H 0.451